ORCA calculation (ωB97M-V with the def2-TZVPD basis set) on 4 unconnected molecules or ions with the total composition C19H39F3NO18P4.

## Properties
Orbital gap ... 6.5 eV
Energy ... -3821.308722 Ha
LUMO energy ... -5.06 eV

The geometry in ORCA input format:
```
! RIJCOSX wB97M-V def2-TZVPD def2/J DEFGRID3
* xyz 1 1
O 0.35324 -2.07845 2.00182
C 0.26485 -0.88345 1.95336
O -0.32998 -0.30695 0.91631
C -0.32534 1.10991 0.81814
C -0.89077 1.52817 -0.56006
O -0.65736 0.56777 -1.54575
C -0.22948 2.84068 -0.95549
F -0.21115 3.66760 0.11489
F -0.90658 3.47236 -1.90231
F 1.03884 2.67031 -1.33059
C 0.88612 -0.12102 3.10147
C 0.10405 0.67895 3.93571
C 0.66934 1.31510 5.00838
N 1.98071 1.17935 5.21767
C 2.76062 0.42940 4.43424
C 2.25159 -0.25647 3.35491
C 3.21234 -1.12002 2.58867
P 3.62643 -0.60687 0.88866
O 4.83373 0.21260 0.79625
O 3.87915 -1.95873 0.08138
O 2.42126 0.12454 0.15466
H 0.65640 1.56147 0.94204
H -0.96893 1.56776 1.56769
H -1.95517 1.74638 -0.47370
H -1.49603 0.17915 -1.80594
H -0.94352 0.76759 3.69914
H 0.09110 1.91741 5.68877
H 2.38331 1.64096 6.02388
H 3.80516 0.38320 4.69893
H 2.85571 -2.15011 2.60910
H 4.16277 -1.11852 3.11584
H 3.52762 -2.70807 0.57852
H 2.69128 0.97943 -0.20782
C -2.29565 5.45074 7.97793
O -2.63594 4.62893 6.86053
P -2.01755 4.81107 5.35737
O -0.92006 5.78279 5.66516
O -3.35678 5.43221 4.73388
C -3.82158 6.70380 5.19306
O -1.44986 4.33061 3.88372
C -1.16833 5.38971 2.95977
H -2.04190 4.81024 8.82168
H -1.47134 6.12858 7.78793
H -3.18943 6.02045 8.23382
H -2.99102 7.33623 5.50753
H -4.52781 6.57720 6.01346
H -4.33785 7.17567 4.36077
H -0.41414 6.06103 3.36116
H -2.07508 5.93896 2.71221
H -0.78364 4.92185 2.06142
C 1.67524 -0.87667 -3.04202
O 1.25917 -1.88453 -3.95119
P 1.89705 -2.01518 -5.51673
O 3.02598 -1.05185 -5.36194
O 0.54974 -1.34633 -6.12315
C 0.20163 -0.01768 -5.76370
O 2.24767 -2.71935 -6.93748
C 2.53333 -1.85108 -8.03511
H 1.91683 -1.33758 -2.08294
H 2.53132 -0.29405 -3.36737
H 0.82956 -0.20691 -2.88426
H 1.08922 0.58210 -5.55774
H -0.45896 -0.01672 -4.89454
H -0.33488 0.41425 -6.60620
H 3.39372 -1.22235 -7.81896
H 1.66679 -1.24083 -8.28554
H 2.76867 -2.49581 -8.87907
C -1.10486 -7.20266 -0.93204
O -2.15293 -6.40876 -1.47925
P -2.30025 -6.12708 -3.06318
O -1.34654 -7.03523 -3.73613
O -1.80785 -4.58967 -2.94348
C -0.43247 -4.31615 -2.70488
O -3.42207 -5.76534 -4.15389
C -2.95510 -5.29422 -5.41847
H -1.53817 -7.94041 -0.25741
H -0.51173 -7.71703 -1.68259
H -0.46433 -6.53724 -0.35206
H 0.21138 -5.09032 -3.12808
H -0.24868 -4.23010 -1.62995
H -0.17872 -3.37717 -3.17035
H -2.32466 -6.03724 -5.90221
H -2.41923 -4.35221 -5.30805
H -3.83921 -5.13010 -6.03018
*
```

Need the Mulliken charges? In units of e they are: O -0.56; C 0.11; O -0.33; C -0.52; C -0.09; O -0.25; C 0.45; F -0.28; F -0.27; F -0.24; C 0.76; C -0.17; C -0.86; N 0.09; C -1.01; C 0.33; C -0.75; P 0.84; O -0.74; O -0.51; O -0.11; H 0.31; H 0.37; H 0.51; H 0.26; H 0.64; H 0.47; H 0.32; H 0.44; H 0.50; H 0.58; H 0.36; H 0.29; C -0.63; O -0.43; P 1.14; O -0.70; O -0.33; C -0.70; O -0.26; C -0.27; H 0.26; H 0.34; H 0.26; H 0.35; H 0.25; H 0.28; H 0.33; H 0.27; H -0.08; C -0.44; O -0.39; P 1.17; O -0.68; O -0.38; C -0.56; O -0.46; C -0.58; H 0.13; H 0.50; H 0.08; H 0.36; H 0.05; H 0.33; H 0.28; H 0.24; H 0.26; C -0.59; O -0.37; P 1.08; O -0.66; O -0.30; C -0.32; O -0.42; C -0.48; H 0.26; H 0.33; H 0.19; H 0.39; H 0.19; H 0.04; H 0.28; H 0.18; H 0.26

---

ORCA calculation (ωB97M-V with the def2-TZVPD basis set) on a molecular structure, C19H39FN5O7.

## Properties
Orbital gap ... 8.2 eV
Energy ... -1647.109341 Ha
LUMO energy ... -2.56 eV

The geometry in ORCA input format:
```
! RIJCOSX wB97M-V def2-TZVPD def2/J DEFGRID3
* xyz 1 1
C -4.76283 -2.22670 0.78380
C -3.57138 -1.62258 1.44433
O -3.43338 -1.61565 2.63728
O -2.57627 -1.09118 0.61430
C -2.72106 0.24417 0.31340
O -3.13948 0.60303 -0.74716
C -2.22960 1.28710 1.29685
N -2.21006 0.86798 2.69703
C -1.09091 0.26743 3.24786
C -1.37841 0.03997 4.53109
N -2.63728 0.48966 4.72573
F -3.29220 0.42837 5.87729
C -3.15804 1.00191 3.61764
N -4.41679 1.55352 3.48050
H -5.07172 -3.02619 1.43400
H -4.48368 -2.64291 -0.17227
H -5.57788 -1.52218 0.71412
H -1.21359 1.53323 1.01289
H -2.83571 2.17103 1.19317
H -0.17120 0.04092 2.73933
H -0.74028 -0.39479 5.26325
H -4.89004 1.15899 2.67817
H -4.31620 2.55503 3.35395
C 0.02472 2.77520 -5.89236
O 0.73857 1.69497 -5.32186
C 2.13811 1.90956 -5.19299
C 2.54030 2.10948 -3.74756
N 2.05776 3.38242 -3.22466
C 2.14673 3.52342 -1.77526
C 1.40703 2.52260 -0.89550
O -0.00879 2.59938 -0.91849
C -0.65930 1.98900 -2.03104
H -0.96546 2.40866 -6.15725
H -0.09831 3.60537 -5.18715
H 0.51345 3.14333 -6.79756
H 2.47241 2.74217 -5.81717
H 2.62893 1.00432 -5.55875
H 3.63165 2.08752 -3.67547
H 2.14665 1.25322 -3.18253
H 1.09462 3.50906 -3.50193
H 1.76043 4.51642 -1.53331
H 3.20305 3.52085 -1.48978
H 1.67916 2.74553 0.14048
H 1.72152 1.48714 -1.07778
H -0.13388 1.10144 -2.39149
H -0.79967 2.70058 -2.84646
H -1.63099 1.68761 -1.65226
C 3.80133 -2.20002 -0.78031
O 2.51965 -2.78877 -0.90049
C 2.38694 -4.05999 -0.27452
C 1.53201 -3.97763 0.97171
N 2.20974 -3.25503 2.04184
C 1.35713 -2.87341 3.16163
C 0.15195 -1.97982 2.88928
O 0.47299 -0.64378 2.51229
C 0.83737 -0.47729 1.14687
H 3.84797 -1.37221 -1.48646
H 3.97814 -1.79916 0.22470
H 4.59267 -2.91167 -1.02619
H 3.36272 -4.50234 -0.05958
H 1.87972 -4.71065 -0.99075
H 1.30344 -4.98990 1.31651
H 0.58691 -3.49819 0.68111
H 2.63139 -2.42049 1.66025
H 1.99543 -2.35100 3.87795
H 1.00743 -3.78223 3.66013
H -0.40041 -1.89293 3.82970
H -0.54554 -2.41968 2.16732
H 0.27591 -1.14463 0.48934
H 1.90905 -0.62362 1.01218
H 0.61534 0.55505 0.86706
*
```

Need the Mulliken charges? In units of e they are: C -1.26; C 0.71; O -0.44; O -0.14; C 0.67; O -0.58; C -0.62; N 0.29; C 0.18; C -1.04; N 0.40; F -0.24; C 0.53; N -0.56; H 0.44; H 0.34; H 0.29; H 0.02; H 0.39; H 0.42; H 0.68; H 0.29; H 0.30; C -0.71; O -0.33; C -0.87; C 0.05; N -0.30; C -1.30; C -0.06; O -0.39; C -0.34; H 0.23; H 0.29; H 0.34; H 0.41; H 0.40; H 0.40; H -0.03; H 0.10; H 0.39; H 0.49; H 0.47; H 0.21; H 0.30; H 0.08; H 0.22; C -0.69; O -0.28; C -0.91; C 0.10; N -0.26; C -1.51; C -0.19; O -0.40; C -0.01; H 0.18; H 0.29; H 0.36; H 0.40; H 0.41; H 0.43; H -0.05; H 0.08; H 0.39; H 0.49; H 0.64; H 0.16; H 0.25; H 0.13; H -0.16

---

ORCA calculation (ωB97M-V with the def2-TZVPD basis set) on a molecular structure, C19H40BeP2.

## Properties
Orbital gap ... 7.1 eV
Energy ... -1445.129459 Ha
LUMO energy ... 0.40 eV

The geometry in ORCA input format:
```
! RIJCOSX wB97M-V def2-TZVPD def2/J DEFGRID3
* xyz 0 1
P -0.01557 -2.39094 -1.79909
P 0.86380 2.66341 -1.52621
C 0.40740 -0.63606 -2.81516
C 0.84297 1.05263 -2.71700
H -0.34912 -0.68396 -3.60303
H 1.39313 -1.01754 -3.13083
H 1.92520 0.99825 -2.91950
H 0.36865 1.49475 -3.58688
C -0.51170 3.64008 -2.25264
H -0.62927 4.54657 -1.63960
H -1.46873 3.10260 -2.25438
H -0.25315 3.93814 -3.27621
C 2.22865 3.50153 -2.41145
H 1.83758 4.02691 -3.29844
H 2.99332 2.76961 -2.70372
H 2.65324 4.22790 -1.70748
C -1.42084 -3.10141 -2.71244
H -1.84929 -3.88015 -2.06524
H -1.10149 -3.58088 -3.64427
H -2.19698 -2.35226 -2.90707
C 1.28907 -3.51573 -2.39850
H 2.26307 -3.00914 -2.41914
H 1.05221 -3.93721 -3.38145
H 1.34116 -4.33099 -1.66262
Be -0.31330 0.34943 -1.60222
C -0.10438 1.67097 -5.52835
C -1.33609 1.32000 -5.06898
C -2.28584 0.48688 -5.88416
C -1.66477 -0.82100 -6.45600
C -0.68139 -1.45331 -5.54170
C 0.64902 -1.22839 -5.50527
C 1.40447 -0.23876 -6.35426
C 0.63251 1.06043 -6.69307
C 0.94626 0.02076 -0.22158
H 0.38110 2.60487 -5.16454
H -1.80058 1.90548 -4.26737
H -2.67810 1.08258 -6.73114
H -3.17498 0.23116 -5.27986
H -2.46947 -1.54841 -6.63672
H -1.22172 -0.63805 -7.44270
H -1.08009 -2.29204 -4.96102
H 1.30524 -1.95653 -5.00126
H 1.70479 -0.74068 -7.29656
H 2.36116 0.02281 -5.85827
H 1.36525 1.81565 -7.03983
H -0.01696 0.89321 -7.56205
H 1.26692 0.87099 0.41389
H 1.87187 -0.42911 -0.61856
H 0.45988 -0.71403 0.43614
C -1.35213 2.29410 1.17314
C -1.84867 0.89602 0.78901
C -3.23200 0.65687 1.42145
C -1.83380 0.62500 -0.73351
H -1.99123 3.08386 0.75049
H -0.31739 2.46894 0.84172
H -1.37053 2.40279 2.26812
H -1.16279 0.17583 1.26367
H -3.98817 1.34695 1.02545
H -3.57139 -0.36996 1.25130
H -3.18495 0.80800 2.50689
H -2.28730 -0.36289 -0.89852
H -2.45176 1.37723 -1.23761
*
```

Need the natural (NBO) charges? In units of e they are: P 0.93; P 0.93; C -0.96; C -0.91; H 0.28; H 0.28; H 0.26; H 0.26; C -0.98; H 0.25; H 0.25; H 0.20; C -0.96; H 0.21; H 0.23; H 0.25; C -0.98; H 0.25; H 0.21; H 0.25; C -0.97; H 0.24; H 0.21; H 0.25; Be 1.58; C -0.19; C -0.20; C -0.43; C -0.45; C -0.23; C -0.15; C -0.45; C -0.46; C -1.40; H 0.21; H 0.22; H 0.22; H 0.21; H 0.22; H 0.21; H 0.21; H 0.20; H 0.23; H 0.21; H 0.22; H 0.21; H 0.20; H 0.16; H 0.20; C -0.61; C -0.22; C -0.60; C -1.07; H 0.18; H 0.22; H 0.20; H 0.20; H 0.19; H 0.20; H 0.20; H 0.20; H 0.18

---

ORCA calculation (ωB97M-V with the def2-TZVPD basis set) on a molecular structure, C19H40CeNOP3.

## Properties
Orbital gap (spin up / spin down) ... 3.8 / 3.9 eV
Energy above the lowest of the compared OMol25 structures with the same formula, charge and spin ... 3.3 kcal/mol
Energy ... -2375.509641 Ha
LUMO energy (spin up / spin down) ... -15.62 / -15.54 eV

The geometry in ORCA input format:
```
! RIJCOSX wB97M-V def2-TZVPD def2/J DEFGRID3
* xyz 4 1
Ce -0.85046 -0.06318 -1.26944
P 1.65411 0.94293 0.69090
P -1.14176 2.58244 -1.57636
P 1.80657 -0.49161 -2.17741
H -1.66978 -3.43054 -0.54926
C -0.57363 -3.55726 -0.59050
C 0.21863 -3.27545 0.46737
H -0.20172 -3.02074 1.45533
C 1.39237 1.44880 2.43923
C 2.38492 2.52798 0.11644
C 3.21618 0.01868 1.04415
C -2.62632 2.21300 -2.64703
C -1.78695 3.86775 -0.47090
C 0.02566 3.49560 -2.65068
C 2.79014 -2.01069 -1.94361
C 3.16665 0.62753 -2.66549
C 1.02874 -0.84771 -3.79802
H -0.16754 -3.89005 -1.55590
H 1.30877 -3.15404 0.36931
H 1.32075 0.57790 3.09851
H 0.47059 2.02521 2.52523
H 2.22588 2.09267 2.74450
H 1.58696 3.27042 -0.03067
H 2.89584 2.40982 -0.84746
H 3.10439 2.87928 0.87943
H 2.94110 -0.90131 1.56908
H 3.86195 0.63904 1.67826
H 3.75364 -0.26592 0.13732
H -2.89093 3.15918 -3.13202
H -3.49239 1.83168 -2.07443
H -2.35744 1.50323 -3.44491
H -2.04984 4.78006 -1.02364
H -1.00432 4.13054 0.25199
H -2.69169 3.50348 0.03375
H -0.42251 4.43526 -2.98534
H 0.27862 2.91348 -3.55226
H 0.92630 3.75340 -2.06893
H 3.15445 -2.33315 -2.93407
H 2.18254 -2.81131 -1.49266
H 3.66396 -1.81573 -1.29991
H 3.57111 0.24936 -3.61639
H 3.98163 0.64104 -1.92261
H 2.78933 1.64830 -2.81976
H 1.84132 -1.18773 -4.47234
H 0.57384 0.04107 -4.26142
H 0.24408 -1.62242 -3.73413
C -2.21183 -1.72413 -4.35476
C -3.33436 -1.23915 -5.02224
C -3.54352 -1.71490 -6.32084
C -2.68207 -2.66063 -6.87611
C -1.64131 -3.22133 -6.12117
C -1.39328 -2.76133 -4.82065
O -1.94790 -1.16243 -3.09508
H -2.84167 -0.89622 -2.75376
H -4.03632 -0.54290 -4.51483
H -4.39287 -1.31567 -6.89241
H -2.86353 -3.03194 -7.88758
H -1.04260 -4.04471 -6.52515
H -0.64194 -3.22254 -4.19050
C -1.34399 -0.35566 3.58621
C -1.30890 -0.33955 2.14365
N -1.32774 -0.31352 0.97111
H -0.44837 -0.86190 4.01392
H -2.23712 -0.90814 3.94447
H -1.37541 0.68126 3.99282
*
```

Need the Mulliken charges? In units of e they are: Ce 0.38; P 0.74; P 1.05; P 1.01; H 0.47; C -0.69; C -0.52; H 0.35; C -1.40; C -1.20; C -1.30; C -1.40; C -1.20; C -1.14; C -1.32; C -1.40; C -0.75; H 0.31; H 0.35; H 0.38; H 0.34; H 0.58; H 0.31; H 0.31; H 0.55; H 0.38; H 0.50; H 0.31; H 0.49; H 0.47; H 0.48; H 0.47; H 0.41; H 0.41; H 0.51; H 0.34; H 0.34; H 0.48; H 0.25; H 0.43; H 0.53; H 0.47; H 0.35; H 0.68; H 0.48; H -0.64; C 1.16; C -0.77; C -0.69; C -0.66; C -0.77; C -0.12; O 0.06; H 0.38; H 0.34; H 0.42; H 0.44; H 0.44; H 0.31; C -1.14; C 0.62; N -0.17; H 0.39; H 0.39; H 0.40